{
  "formula": "C6H12O",
  "method": "wB97M-V/def2-TZVPD",
  "homo_energy_ha": -0.35680,
  "mol_weight_da": 100.2,
  "homo_lumo_gap_ev": 10.660,
  "e_lumo_ha": 0.035,
  "smiles": "CCC[C@@H](C)C=O",
  "e_tot_ha": -311.0394,
  "de_lowest_kcal_mol": 12.4,
  "species": ["O", "C", "C", "C", "C", "C", "C", "H", "H", "H", "H", "H", "H", "H", "H", "H", "H", "H", "H"],
  "coordinates": [[2.007456, 0.603480, 1.221392], [1.315843, -1.284512, -0.789621], [0.448238, -1.079611, 0.446509], [-1.020048, -0.700059, 0.166392], [1.023152, -0.069161, 1.410666], [-1.317349, 0.618597, -0.582279], [-0.542205, 1.897545, -0.237420], [-2.383208, 0.821445, -0.420250], [0.437794, 0.030908, 2.354405], [-0.558458, 2.146844, 0.830075], [-1.005234, 2.737044, -0.769014], [0.506388, 1.854295, -0.548257], [0.413677, -2.022729, 1.018734], [-1.550882, -0.701298, 1.128444], [1.194522, -0.465406, -1.504934], [-1.209093, 0.448373, -1.659652], [1.052360, -2.220256, -1.295007], [2.374417, -1.327628, -0.516032], [-1.468647, -1.511815, -0.420030]],
  "forces_ev_per_a": [[-0.31, -0.36, 0.16], [0.01, 0.03, -0.09], [0.04, 0.06, -0.05], [-0.07, -0.01, 0.04], [0.30, 0.19, -0.05], [-0.06, -0.01, -0.12], [0.03, 0.00, 0.02], [0.10, -0.07, -0.11], [0.12, 0.04, -0.08], [-0.04, -0.12, -0.13], [0.09, -0.12, 0.09], [-0.16, -0.06, 0.08], [0.00, 0.17, -0.05], [0.07, 0.08, -0.10], [0.03, -0.07, 0.10], [0.01, -0.02, 0.10], [-0.02, 0.17, 0.06], [-0.16, 0.01, -0.04], [0.04, 0.08, 0.14]]
}